(1)
A structure of composition C28H24N6S2SeSn. Source: the Open Molecules 2025 dataset; level of theory: ωB97M-V with the def2-TZVPD basis set.

Each line ends with the Mulliken charge.
Geometry (Å):
Sn  -0.21  0.33  0.30  1.869
C  -2.58  2.17  -1.00  -1.415
N  -1.56  2.27  0.07  0.740
C  -0.53  3.30  -0.28  -0.884
C  0.47  2.80  -1.31  -0.910
N  1.39  1.77  -0.73  0.787
C  2.36  2.43  0.17  -1.652
C  2.02  0.98  -1.78  -0.077
C  3.36  1.14  -2.12  -0.436
C  3.92  0.34  -3.11  -0.843
C  3.16  -0.63  -3.74  -0.747
C  1.84  -0.80  -3.39  -0.852
C  1.26  0.01  -2.42  0.901
S  -0.46  -0.24  -2.04  -0.264
C  -2.14  2.59  1.37  -0.269
C  -3.32  3.33  1.47  -0.479
C  -3.84  3.64  2.72  -0.826
C  -3.20  3.21  3.87  -0.712
C  -2.04  2.45  3.77  -0.913
C  -1.51  2.15  2.53  1.109
S  -0.01  1.19  2.50  -0.441
H  -2.98  3.16  -1.25  0.445
H  -3.40  1.54  -0.67  0.396
H  -2.13  1.75  -1.89  0.401
H  -0.04  3.59  0.64  0.536
H  -1.04  4.19  -0.67  0.408
H  1.07  3.64  -1.67  0.455
H  -0.03  2.36  -2.17  0.486
H  2.88  3.24  -0.36  0.440
H  3.11  1.72  0.50  0.482
H  1.85  2.84  1.03  0.365
H  3.97  1.89  -1.65  0.473
H  4.96  0.49  -3.38  0.447
H  3.60  -1.25  -4.51  0.452
H  1.24  -1.56  -3.88  0.492
H  -3.83  3.68  0.59  0.416
H  -4.74  4.22  2.79  0.437
H  -3.60  3.44  4.84  0.427
H  -1.55  2.09  4.67  0.481
Se  0.55  -7.34  -0.31  0.374
N  -0.85  -6.26  -0.29  -0.832
C  -0.41  -5.06  -0.02  0.926
C  -1.28  -3.90  0.13  0.372
C  -2.67  -3.97  0.06  -0.541
C  -3.42  -2.84  0.27  -1.041
C  -2.76  -1.64  0.54  -0.122
N  -1.43  -1.56  0.60  -0.179
C  -0.69  -2.66  0.39  -0.073
C  0.77  -2.53  0.49  0.013
N  1.26  -1.29  0.71  -0.104
C  2.54  -1.13  1.02  -0.124
C  3.42  -2.20  1.06  -1.213
C  2.96  -3.46  0.74  -0.591
C  1.60  -3.64  0.46  0.162
C  1.00  -4.94  0.17  0.872
N  1.70  -6.04  0.06  -0.822
H  -3.14  -4.93  -0.15  0.580
H  -4.50  -2.86  0.24  0.473
H  -3.32  -0.73  0.73  0.574
H  2.87  -0.13  1.25  0.486
H  4.46  -2.04  1.32  0.487
H  3.61  -4.32  0.73  0.603

Computed properties:
Charge: +2
2S+1: 1
LUMO energy (eV): -6.53

(2)
A structure of composition C28H25AuN3O5. Source: the Open Molecules 2025 dataset; level of theory: ωB97M-V with the def2-TZVPD basis set.

Each line ends with the Mulliken charge.
Geometry (Å):
Au  -0.68  0.20  1.39  1.345
C  -3.37  -3.51  1.45  -1.239
C  -2.11  -2.66  1.57  0.531
O  -2.12  -1.44  1.29  -0.604
N  -1.01  -3.35  1.93  0.057
C  0.25  -2.67  2.19  -2.275
C  1.14  -2.23  0.95  2.593
C  2.44  -3.00  1.00  -1.251
C  3.49  -2.03  -1.16  0.264
C  2.72  -1.23  -2.18  -1.170
C  1.48  -0.72  -2.08  -0.285
N  0.60  -0.84  -1.01  1.285
H  -4.14  -3.03  2.07  0.326
H  -3.23  -4.57  1.68  0.374
H  -3.69  -3.50  0.47  0.335
H  -1.04  -4.34  2.15  0.336
H  0.73  -3.41  2.84  0.630
H  0.09  -1.79  2.84  0.375
H  2.93  -3.53  1.84  0.224
H  4.24  -2.61  -1.69  0.876
H  3.23  -1.06  -3.10  0.441
H  1.14  -0.12  -2.88  0.738
N  -0.61  -1.18  -1.35  -0.526
C  0.94  -0.76  0.40  0.128
C  1.40  -3.37  -0.02  -1.097
C  2.79  -3.17  -0.41  -0.163
C  4.15  -1.09  -0.22  -1.501
C  3.49  -0.12  0.49  -1.149
C  2.07  0.24  0.55  0.541
C  1.77  1.55  0.96  0.002
C  2.70  2.61  0.95  -0.789
C  2.38  3.84  1.42  -0.868
C  1.11  4.05  1.93  -0.782
C  0.13  3.04  1.86  -0.698
C  0.49  1.80  1.41  0.159
H  -0.72  -1.22  -2.36  0.349
H  -1.45  -0.96  -0.83  -0.063
H  0.84  -4.26  0.05  0.437
H  3.23  -4.15  -0.62  0.380
H  5.19  -1.09  -0.09  0.473
H  4.11  0.60  1.02  0.816
H  3.65  2.39  0.42  0.557
H  3.14  4.61  1.33  0.394
H  0.87  4.99  2.42  0.480
H  -0.85  3.26  2.24  0.665
O  -4.02  2.52  2.21  -0.629
C  -3.14  1.94  1.62  0.095
O  -2.19  1.31  2.26  -0.693
C  -2.95  1.97  0.15  -0.252
C  -3.23  0.90  -0.65  0.403
C  -3.09  0.91  -2.01  -1.152
C  -2.65  2.08  -2.56  0.948
O  -2.44  2.37  -3.89  -0.482
C  -1.73  3.59  -3.88  -0.205
O  -2.01  4.21  -2.61  -0.480
C  -2.28  3.18  -1.81  0.603
C  -2.44  3.17  -0.43  -0.992
H  -3.66  -0.01  -0.17  0.464
H  -3.26  0.06  -2.62  0.672
H  -1.93  4.23  -4.80  0.224
H  -0.66  3.31  -3.95  0.249
H  -2.24  4.09  0.07  0.579

Computed properties:
Charge: +1
Expectation value of S²: 2.062
ΔE to the lowest compared entry with this formula, charge and spin (kcal/mol): 85.4
2S+1: 3
LUMO energy (alpha / beta) (eV): -2.80 / -4.98

(3)
A structure of composition C28H25Cl2CoO4PS2. Source: the Open Molecules 2025 dataset; level of theory: ωB97M-V with the def2-TZVPD basis set.

Each line ends with the Mulliken charge.
Geometry (Å):
Co  -1.22  0.01  0.89  1.086
O  -2.23  -3.54  2.10  -0.681
S  -1.37  -2.57  1.50  1.632
O  -1.81  -2.01  0.20  -0.705
O  -1.05  -1.37  2.35  -0.706
C  0.22  -3.27  1.18  0.147
C  0.56  -4.48  1.78  -0.463
C  1.82  -5.00  1.56  -0.646
C  2.73  -4.33  0.75  -0.761
C  2.39  -3.12  0.17  -0.109
C  1.13  -2.57  0.38  -1.065
P  0.69  -0.96  -0.38  1.922
C  2.22  0.03  -0.17  0.475
C  2.92  0.67  -1.17  -0.296
C  3.98  1.52  -0.86  -0.665
C  4.35  1.72  0.46  -0.656
C  3.67  1.06  1.48  -0.723
C  2.61  0.22  1.17  -0.873
C  0.48  -1.32  -2.14  0.720
C  0.39  -0.28  -3.07  -0.196
C  0.21  -0.56  -4.42  -0.963
C  0.09  -1.87  -4.85  -0.573
C  0.15  -2.91  -3.93  -0.764
C  0.34  -2.64  -2.58  -0.675
H  -0.17  -4.99  2.40  0.559
H  2.10  -5.94  2.02  0.424
H  3.71  -4.75  0.58  0.443
H  3.10  -2.59  -0.45  0.500
H  2.67  0.51  -2.21  0.589
H  4.53  2.02  -1.65  0.474
H  5.17  2.38  0.70  0.432
H  3.96  1.19  2.51  0.475
H  2.08  -0.30  1.96  0.495
H  0.47  0.75  -2.75  0.424
H  0.16  0.26  -5.13  0.430
H  -0.05  -2.09  -5.90  0.402
H  0.04  -3.93  -4.26  0.430
H  0.37  -3.46  -1.88  0.370
Cl  -1.44  1.70  -0.94  -0.126
C  -0.28  2.92  -0.50  0.776
C  0.02  3.85  -1.46  -0.727
C  0.95  4.85  -1.15  -0.518
C  1.55  4.91  0.10  -0.698
C  1.24  3.97  1.06  0.232
Cl  2.01  4.07  2.58  -0.136
C  0.30  2.93  0.79  0.115
S  -0.07  1.78  1.99  -0.017
H  -0.45  3.81  -2.43  0.523
H  1.19  5.59  -1.90  0.423
H  2.27  5.68  0.33  0.493
C  -5.47  0.49  1.75  -0.687
C  -4.91  1.79  2.34  -0.649
C  -3.63  1.96  1.56  -0.551
O  -3.15  0.61  1.35  -0.352
C  -4.23  -0.36  1.56  -0.620
H  -5.96  0.68  0.80  0.276
H  -6.19  0.00  2.41  0.368
H  -4.70  1.67  3.40  0.313
H  -5.58  2.64  2.21  0.387
H  -2.86  2.52  2.08  0.262
H  -3.81  2.42  0.58  0.295
H  -3.98  -0.94  2.45  0.337
H  -4.26  -1.02  0.70  0.373

Computed properties:
Charge: +1
Expectation value of S²: 6.033
2S+1: 5
LUMO energy (alpha / beta) (eV): -2.57 / -6.06